*1*
# C5H13N2

A gas-phase ion, C5H13N2 (charge +1) (ωB97M-V/def2-TZVPD, OMol25).

- Net charge: +1
- SMILES string: C=C(N)C[C@H](C)[NH3+]
- E_HOMO: -12.2644 eV
- Kohn-Sham gap: 9.030 eV

The geometry in XYZ format:
```
20
C5H13N2 | OMol25 | ωB97M-V/def2-TZVPD
C 2.5678 0.7573 -0.1780
C 1.4401 0.0862 -0.4858
N 1.4704 -1.3182 -0.5981
C 0.0501 0.7366 -0.5263
C -1.0723 -0.1663 -0.0835
C -2.4627 0.4246 -0.0885
N -0.6923 -0.5742 1.3922
H 2.6504 1.5886 0.5311
H 3.4808 0.5822 -0.7352
H 1.0256 -1.6746 -1.4383
H 2.3341 -1.7796 -0.3659
H -0.1007 0.9742 -1.5906
H 0.2193 1.6753 0.0121
H -1.0026 -1.1223 -0.5926
H -2.4145 1.4362 0.3066
H -3.1940 -0.1091 0.5262
H -2.7899 0.5556 -1.1172
H -0.1651 0.1267 1.9198
H -1.4358 -0.9856 1.9469
H 0.0913 -1.2137 1.1651
```


*2*
# C5H13N2

2 unconnected molecules or ions with the total composition C5H13N2 (ωB97M-V/def2-TZVPD, OMol25).

- Net charge: +1
- E_HOMO (spin up / spin down): -12.4816 / -12.4788 eV
- Kohn-Sham gap (spin up / spin down): 8.666 / 8.662 eV

The geometry in XYZ format:
```
20
C5H13N2 | OMol25 | ωB97M-V/def2-TZVPD
C 2.0350 -0.1149 -0.0358
C 1.0476 0.7527 0.1367
C 1.9349 -1.4342 -0.6177
C 0.5519 2.0089 0.6756
C -1.1090 -0.5544 -0.2398
N -1.5866 -1.1772 0.9883
N -2.1226 0.5631 -0.6501
H 2.9649 0.1059 0.3561
H 2.7537 -1.9902 -0.3252
H 1.0390 -1.8257 -0.2652
H 1.9689 -1.2808 -1.6309
H 0.1771 2.5824 -0.1763
H 1.3916 2.6698 0.9226
H -0.1733 1.8095 1.5270
H -0.9502 -1.1871 -1.1106
H -0.8665 -1.1104 1.6915
H -1.7406 -2.1859 0.7504
H -3.0210 0.1096 -1.1250
H -1.7889 1.4421 -1.1829
H -2.5060 0.8165 0.3111
```


Which structure wins on stability? *1* wins.


*1*
# C5H13N2

2 unconnected molecules or ions with the total composition C5H13N2 (ωB97M-V/def2-TZVPD, OMol25).

- Net charge: +1
- E_HOMO: -14.5028 eV
- Kohn-Sham gap: 10.335 eV

The geometry in XYZ format:
```
20
C5H13N2 | OMol25 | ωB97M-V/def2-TZVPD
C 0.0554 0.3841 -1.0735
C -0.1073 -1.0601 -0.6567
C 0.0365 -1.5749 0.7938
C -0.9492 -2.0090 -1.5119
C -0.1740 2.4200 1.6259
N 0.9781 -0.4089 -1.4783
N 0.6971 1.8092 0.6293
H -0.7392 0.9702 -1.5371
H 0.5096 -2.4989 0.9456
H -0.9647 -1.6397 1.1688
H 0.4773 -0.6358 1.3804
H -1.0238 -2.8706 -0.9535
H -0.2945 -2.2055 -2.3603
H -1.8346 -1.7781 -1.9915
H 0.4540 2.9934 2.3829
H -0.8352 3.1815 1.0022
H -0.8083 1.7818 2.1211
H 1.8272 -0.5810 -1.8774
H 1.3650 1.2091 1.0421
H 1.3307 2.5132 0.3481
```


*2*
# C5H13N2

2 unconnected molecules or ions with the total composition C5H13N2 (ωB97M-V/def2-TZVPD, OMol25).

- Net charge: +1
- E_HOMO: -12.2000 eV
- Kohn-Sham gap: 6.936 eV

The geometry in XYZ format:
```
20
C5H13N2 | OMol25 | ωB97M-V/def2-TZVPD
C 0.2086 1.1969 -0.1211
C -0.0595 1.1101 -1.4100
C 0.5058 2.7611 1.6871
N 0.0733 2.4638 0.5284
H 0.5349 0.3764 0.4994
H -0.3807 1.9592 -1.9982
H 0.0495 0.1453 -1.8819
H 0.3286 3.7505 2.0828
H 1.0210 1.9967 2.2547
H -0.4297 3.1743 -0.0004
C 0.3169 -2.3934 0.8807
N 0.2215 -1.9585 -0.5149
C -1.0755 -2.2800 -1.1034
H -0.4108 -1.8456 1.4863
H 0.1524 -3.4696 0.9987
H 1.3102 -2.1606 1.2640
H 0.9511 -2.4312 -1.0341
H -1.4219 -3.2858 -0.8478
H -1.0051 -2.2022 -2.1869
H -1.8253 -1.5762 -0.7375
```


Which structure wins on stability? *2* wins.


*1*
# C5H13N2

A gas-phase ion, C5H13N2 (charge +1) (ωB97M-V/def2-TZVPD, OMol25).

- Net charge: +1
- SMILES string: NC[C@@H]1CCC[NH2+]1
- E_HOMO: -13.9068 eV
- Kohn-Sham gap: 10.875 eV

The geometry in XYZ format:
```
20
C5H13N2 | OMol25 | ωB97M-V/def2-TZVPD
N 0.9531 2.1484 0.8331
C -0.3219 1.4834 0.7845
C -0.4370 0.5833 -0.4844
C -1.3708 -0.5935 -0.3999
C -0.5912 -1.8491 0.0505
C 0.8895 -1.4886 -0.2135
N 0.9159 -0.0841 -0.7254
H 0.9932 3.0435 0.3719
H 1.4190 2.1064 1.7219
H -1.2764 2.0097 0.7474
H -0.3527 0.7783 1.6145
H -0.5628 1.1406 -1.3835
H -1.7647 -0.7631 -1.4096
H -2.3486 -0.5024 0.0733
H -1.0191 -2.7088 -0.4317
H -0.6263 -1.9142 1.1095
H 1.4729 -1.5050 0.7026
H 1.3075 -2.2255 -0.8980
H 1.6784 0.4739 -0.3314
H 1.0421 -0.1333 -1.7318
```


*2*
# C5H13N2

A gas-phase ion, C5H13N2 (charge +1) (ωB97M-V/def2-TZVPD, OMol25).

- Net charge: +1
- SMILES string: CCCCNC=[NH2+]
- E_HOMO: -14.3484 eV
- Kohn-Sham gap: 9.622 eV

The geometry in XYZ format:
```
20
C5H13N2 | OMol25 | ωB97M-V/def2-TZVPD
C 2.2397 0.5495 -1.3414
C 1.3273 0.9639 -0.1939
C -0.1370 1.3665 -0.5333
C -1.0761 0.1699 -0.1949
N -1.4440 -0.1037 1.1780
C -1.5755 -1.3618 1.6509
N -1.4745 -2.4199 0.8968
H 2.4227 1.3429 -2.0166
H 1.7946 -0.2508 -1.8864
H 3.2246 0.2158 -1.0169
H 1.7813 1.8621 0.2514
H 1.1651 0.0045 0.4380
H -0.4137 2.1904 0.1104
H -0.0515 1.7472 -1.4410
H -0.5862 -0.6677 -0.8265
H -2.0029 0.6322 -0.4124
H -1.5098 0.7121 1.8585
H -1.4125 -1.6127 2.7212
H -1.7200 -2.3378 -0.0912
H -0.5516 -3.0024 0.8491
```


*3*
# C5H13N2

A gas-phase ion, C5H13N2 (charge +1) (ωB97M-V/def2-TZVPD, OMol25).

- Net charge: +1
- SMILES string: CNC[C@@H](C)C=[NH2+]
- E_HOMO: -13.5411 eV
- Kohn-Sham gap: 9.112 eV

The geometry in XYZ format:
```
20
C5H13N2 | OMol25 | ωB97M-V/def2-TZVPD
C 1.8054 1.6519 0.1445
N 1.2267 0.4731 0.8206
C 0.7219 -0.6398 -0.0581
C -0.7272 -0.3573 -0.4870
C -1.1453 -1.5107 -1.3755
C -1.6837 -0.0792 0.7295
N -1.3923 0.6496 1.7109
H 1.0221 2.4000 -0.2095
H 2.4114 2.0864 0.9889
H 2.4521 1.3173 -0.7077
H 1.7676 0.1804 1.5605
H 1.3294 -0.8385 -0.8955
H 0.8433 -1.3736 0.6791
H -0.7964 0.5698 -1.0490
H -0.5648 -1.3351 -2.1991
H -2.1337 -1.7055 -1.5767
H -0.6532 -2.5639 -1.0799
H -2.6121 -0.6190 0.8455
H -0.3211 0.7601 1.8059
H -1.9632 0.9565 2.4931
```


*4*
# C5H13N2

A gas-phase ion, C5H13N2 (charge +1) (ωB97M-V/def2-TZVPD, OMol25).

- Net charge: +1
- E_HOMO: -13.3693 eV
- Kohn-Sham gap: 10.196 eV

The geometry in XYZ format:
```
20
C5H13N2 | OMol25 | ωB97M-V/def2-TZVPD
C -0.5897 -0.7290 -0.2972
C 1.2499 -0.1172 0.4894
C -0.9165 0.7098 0.3857
C -1.0664 -1.9928 0.2686
C 2.3064 -0.0173 -0.5267
N -1.5543 1.6342 -0.5710
N 0.5499 1.1606 0.6234
H -0.6146 -0.5317 -1.4027
H 1.2389 -0.8147 1.3211
H -1.4414 0.7616 1.3414
H -1.0153 -1.8915 1.3823
H -0.5856 -2.8549 -0.2312
H -2.1707 -2.1995 0.0495
H 3.1687 0.5174 -0.1374
H 1.8704 0.6439 -1.4073
H 2.5423 -0.9993 -0.7962
H -2.2695 2.3200 -0.3516
H -1.9688 1.0050 -1.2245
H 0.6234 1.7977 1.3991
H 0.6426 1.5980 -0.3146
```


Which structure wins on stability? *1* wins.


*1*
# BH3OS

2 unconnected molecules or ions with the total composition BH3OS (ωB97M-V/def2-TZVPD, OMol25).

- E_HOMO: -9.4620 eV
- Kohn-Sham gap: 8.891 eV

The geometry in XYZ format:
```
6
BH3OS | OMol25 | ωB97M-V/def2-TZVPD
B 0.1917 -0.0953 -0.0352
O 0.5718 1.1728 -0.0737
S -1.6932 -0.1899 0.0131
H 0.7045 -1.1768 -0.2041
H 1.8372 1.6525 -0.0761
H -1.6120 -1.3633 0.3760
```


*2*
# BH3OS

A single BH3OS molecule (ωB97M-V/def2-TZVPD, OMol25).

- SMILES string: OBS
- E_HOMO: -9.8787 eV
- Kohn-Sham gap: 10.302 eV

The geometry in XYZ format:
```
6
BH3OS | OMol25 | ωB97M-V/def2-TZVPD
O 1.0545 0.3224 1.2394
B 0.1658 0.2260 0.2233
S -0.5628 1.7284 -0.5427
H 1.4539 -0.5095 1.6330
H -0.0313 -0.8862 -0.2009
H -1.6078 1.4739 -1.2653
```


*3*
# BH3OS

2 unconnected molecules or ions with the total composition BH3OS (ωB97M-V/def2-TZVPD, OMol25).

- E_HOMO (spin up / spin down): -8.6018 / -8.5943 eV
- Kohn-Sham gap (spin up / spin down): 7.621 / 7.612 eV

The geometry in XYZ format:
```
6
BH3OS | OMol25 | ωB97M-V/def2-TZVPD
B -0.6207 -0.2030 -0.2832
O 1.7871 1.2310 -0.4863
S -0.6147 -0.1996 1.4119
H -1.2559 -0.5064 -1.2229
H 2.5017 0.5246 -0.7248
H -1.7974 -0.8466 1.3053
```


Which structure wins on stability? *2* wins.